#A
Density functional theory data (ωB97M-V/def2-TZVPD) for the molecule C2H3N3O.

Positions of all 9 atoms, in Å:
O1 2.22186 -0.10839 0.05040
C1 0.87540 -0.04366 0.03363
N1 0.13304 -1.11299 -0.34789
C2 -1.09434 -0.68911 -0.14715
N2 -1.07786 0.57123 0.31652
N3 0.19425 1.00814 0.44768
H1 2.59474 0.46679 -0.62286
H2 -2.00019 -1.25287 -0.32421
H3 -1.84690 1.16087 0.59386

Output
SMILES: Oc1nc[nH]n1
Multiplicity: 1
Kohn-Sham gap: 10.72 eV
Molecular weight: 85.1 g mol⁻¹

=====

#B
Density functional theory data (ωB97M-V/def2-TZVPD) for the molecule C2H3N3O.

Positions of all 9 atoms, in Å:
N1 1.17377 1.22413 -0.15267
C1 0.13373 0.32250 -0.16384
N2 0.05283 -0.55938 0.95096
C2 -0.91016 -1.30147 0.55763
O1 -1.29323 -1.09543 -0.65102
N3 -0.54658 -0.04344 -1.18269
H1 1.54873 1.72113 -1.12245
H2 1.34458 1.73903 0.74201
H3 -1.50367 -2.00707 1.02208

Output
SMILES: Nc1ncon1
Multiplicity: 1
Kohn-Sham gap: 10.46 eV
Molecular weight: 85.1 g mol⁻¹

=====

Least stable structure: #B

=====

#A
Density functional theory data (ωB97M-V/def2-TZVPD) for the molecule C2H3N3O.

Positions of all 9 atoms, in Å:
C1 0.21385 0.74958 -1.11117
C2 0.04509 -0.10021 0.16540
N1 1.14191 -0.03211 0.69239
O1 0.05662 -1.33475 2.25218
N2 -1.01355 -1.35516 1.65593
N3 -1.17483 -0.75235 0.54096
H1 0.06798 0.06505 -1.94187
H2 -0.53416 1.53159 -1.02393
H3 1.19709 1.22836 -1.22988

Output
Multiplicity: 1
Kohn-Sham gap (alpha / beta): 8.15 / 9.72 eV
Molecular weight: 85.1 g mol⁻¹

=====

#B
Density functional theory data (ωB97M-V/def2-TZVPD) for the molecule C2H3N3O.

Positions of all 9 atoms, in Å:
C1 1.62143 -0.05683 -0.07553
C2 -1.32078 -0.10425 0.36397
N1 0.77522 -1.15234 0.08441
N2 -0.43011 -0.86309 0.18357
N3 1.31818 1.12190 0.18419
O1 -2.47092 0.18451 -0.06052
H1 2.57893 -0.39022 -0.28385
H2 0.48575 1.30012 0.66079
H3 -2.55769 -0.03979 -1.05703

Output
Multiplicity: 1
Kohn-Sham gap: 8.06 eV
Molecular weight: 85.1 g mol⁻¹

=====

Least stable structure: #A